Record 1
Molecular formula: C13H9BeNO4
Method: DFT, the ωB97M-V functional and the def2-TZVPD basis

The geometry in XYZ format:
```
28
C13H9BeNO4, DFT the ωB97M-V functional and the def2-TZVPD basis
O -2.253 0.719 -1.741
O 2.815 0.499 -0.708
O 0.037 2.755 0.375
O 0.277 -2.075 -1.851
N -0.299 -0.688 1.407
C 0.311 -0.910 -1.602
C 1.672 0.354 -0.477
C -0.871 -1.743 3.709
C -1.406 -2.914 6.185
C 0.180 -2.170 4.535
C -1.307 0.467 -1.092
C 0.198 1.807 -0.345
C 0.493 1.762 -1.997
C -2.508 -2.477 5.389
C -0.051 -2.735 5.797
C -2.206 -1.896 4.147
C 0.560 0.333 -2.638
C -0.546 -1.173 2.440
Be 0.069 0.033 -0.033
H 0.774 -3.047 6.487
H -3.580 -2.589 5.712
H 1.433 2.321 -2.083
H -1.651 -3.413 7.140
H -0.171 0.196 -3.450
H 1.204 -2.064 4.207
H -0.270 2.405 -2.447
H 1.546 0.104 -3.075
H -2.993 -1.537 3.493
```

The value obtained for the highest occupied orbital energy (spin up / spin down) is -15.718 / -15.718 eV. Its total charge is +2. For the frontier orbital gap (spin up / spin down), the calculation gives 5.302 / 5.314 eV. Its spin multiplicity is 1. The value obtained for the LUMO energy (spin up / spin down) is -10.42 / -10.40 eV.

Here are the Mulliken charges for atoms 1 to 6, given in e: O -0.15; O -0.17; O -0.30; O -0.28; N -1.37; C 0.50

---

Record 2
Molecular formula: C38H52AsGeN4O3PbS
Method: DFT, the ωB97M-V functional and the def2-TZVPD basis

The geometry in XYZ format:
```
101
C38H52AsGeN4O3PbS, DFT the ωB97M-V functional and the def2-TZVPD basis
Pb -0.025 -0.333 -0.208
As 2.703 0.010 1.902
Ge -1.120 -0.470 -3.675
S -1.867 2.456 -1.317
O -2.278 0.935 -0.959
O -0.006 0.821 -3.045
O -0.538 -1.662 -2.160
N -1.200 1.292 1.560
N -1.334 2.634 1.378
N -0.986 -1.431 1.809
N -1.502 4.570 0.164
C -1.655 -1.251 4.095
C -1.555 3.246 0.207
C 0.296 3.173 -3.611
C -0.226 -3.898 -1.300
C -1.468 1.613 3.990
C 4.868 -1.124 5.311
C 3.943 3.111 -0.694
C -1.279 -0.664 2.886
C 5.847 -0.138 5.403
C 0.756 1.739 -3.873
C -0.141 -3.011 -2.534
C 2.828 -2.575 0.585
C 3.545 -1.415 0.848
C -1.502 -3.399 3.087
C -1.114 -2.752 1.921
C 1.291 -2.972 -3.066
C 2.873 4.132 1.203
C 5.866 0.925 4.508
C 0.539 1.408 -5.352
C 4.874 1.055 3.553
C 5.455 -2.347 -0.250
C -1.083 -3.538 -3.619
C 2.235 1.564 -3.527
C 3.904 0.058 3.451
C -1.282 0.800 2.755
C -3.752 0.614 -0.878
C -1.759 -2.631 4.209
C 3.678 1.852 -0.181
C 4.874 -1.304 0.458
C 2.624 2.877 1.728
C 4.735 -3.496 -0.532
C -4.387 1.411 0.248
C -3.770 -0.874 -0.577
C 3.425 -3.623 -0.099
C 3.882 -1.014 4.348
C 3.522 4.248 -0.020
C 3.038 1.728 1.048
C -4.380 0.937 -2.224
H -1.137 2.644 3.888
H -0.762 3.275 -3.843
H 2.829 2.212 -4.164
H 0.886 0.395 -5.573
H 1.587 -3.961 -3.405
H 6.581 -0.184 6.197
H 4.866 -1.951 6.005
H 3.705 5.225 -0.439
H -2.043 -3.081 5.149
H 2.875 -4.533 -0.281
H -4.794 -1.237 -0.626
H -5.425 0.632 -2.225
H -1.892 -0.646 4.952
H 3.096 -1.760 4.295
H 0.474 3.470 -2.579
H 2.427 1.821 -2.489
H -4.354 2.483 0.061
H -2.523 1.636 4.276
H -2.120 -3.312 -3.373
H -3.174 -1.415 -1.310
H 1.089 2.101 -5.986
H 2.541 0.536 -3.702
H -4.350 2.005 -2.437
H -3.915 1.186 1.201
H 1.991 -2.641 -2.299
H 1.355 -2.287 -3.914
H 0.465 -3.530 -0.544
H 5.456 -0.428 0.717
H -1.600 -4.472 3.103
H -1.348 3.223 2.217
H -0.984 -4.617 -3.709
H 2.584 5.020 1.744
H 6.663 1.656 4.548
H -0.914 1.190 4.824
H 4.505 3.205 -1.609
H -3.870 0.397 -3.026
H -1.262 5.145 0.962
H 2.155 2.775 2.703
H 4.002 0.967 -0.717
H -3.385 -1.068 0.421
H -1.245 -3.907 -0.924
H 5.202 -4.304 -1.076
H 1.813 -2.664 0.968
H 0.054 -4.917 -1.549
H 0.847 3.842 -4.265
H 4.893 1.891 2.864
H -0.899 -3.330 1.039
H -5.435 1.130 0.324
H -0.521 1.494 -5.606
H -1.733 5.066 -0.687
H 6.483 -2.253 -0.569
H -0.838 -3.101 -4.591
```

Its expectation value of S² is 0.767. The value obtained for the highest occupied orbital energy (spin up / spin down) is -18.766 / -18.608 eV. Its total charge is +4. For the frontier orbital gap (spin up / spin down), the calculation gives 7.549 / 4.977 eV. Its spin multiplicity is 2. The value obtained for the LUMO energy (spin up / spin down) is -11.22 / -13.63 eV.

Here are the Mulliken charges for atoms 1 to 6, given in e: Pb 1.36; As 0.19; Ge 0.00; S -0.02; O -0.34; O 0.32

---

Record 3
Molecular formula: C13H33F2N5O11S2
Method: DFT, the ωB97M-V functional and the def2-TZVPD basis

The geometry in XYZ format:
```
66
C13H33F2N5O11S2, DFT the ωB97M-V functional and the def2-TZVPD basis
S 0.994 0.308 1.277
S 1.193 1.763 -0.683
F 1.815 1.775 -2.199
F 1.754 -1.098 1.647
O 0.907 -3.338 3.643
O -0.380 -0.063 1.351
O 1.473 1.215 2.328
O -3.444 0.077 -1.422
O -0.667 -4.396 2.579
O -4.812 3.603 2.826
O 1.826 2.881 0.002
O -0.256 1.908 -0.965
O -0.917 -2.309 3.058
O 4.878 0.861 -1.561
O 4.199 -2.629 -1.195
N -3.322 3.827 0.958
N 1.781 0.367 -0.239
N -3.783 -2.313 -1.041
N 4.361 0.285 0.668
N 2.102 -1.722 -2.132
C 2.206 -3.490 -0.260
C -4.401 4.284 1.915
C -3.765 2.660 0.033
C 2.731 -1.482 -3.489
C -5.663 -0.916 -1.907
C -3.262 -2.257 0.404
C 3.013 -2.595 -1.181
C 4.642 1.690 1.307
C -0.206 -3.412 3.056
C 6.417 -0.687 -0.380
C -4.894 5.615 1.475
C 5.193 0.165 -0.591
C -4.196 -0.923 -1.468
H -4.616 2.752 -0.641
H 2.293 -3.072 0.742
H -5.446 5.434 0.552
H -4.403 -3.042 -1.366
H -6.394 -1.509 -1.358
H -2.850 2.399 -0.499
H -3.047 -2.619 -1.662
H 3.183 -2.449 -3.711
H -3.213 -3.281 0.774
H -3.918 -1.766 1.122
H 1.135 -3.328 -0.387
H -4.105 6.366 1.509
H -2.961 4.640 0.479
H 6.962 -0.054 0.319
H 6.829 -0.735 -1.388
H 5.728 1.777 1.282
H 1.244 -2.230 -2.293
H 4.508 -0.457 1.337
H 1.868 -1.350 -4.142
H -5.571 6.046 2.213
H 6.302 -1.702 0.000
H -5.605 -1.401 -2.881
H 2.555 -4.522 -0.229
H -0.095 -1.840 3.223
H -2.198 -2.025 0.341
H 4.100 2.534 0.880
H -6.175 0.046 -1.894
H -4.015 1.840 0.705
H 4.246 1.583 2.317
H 3.370 -0.600 -3.508
H -2.521 3.509 1.484
H 1.930 -0.849 -1.653
H 3.363 0.251 0.517
```

The value obtained for the highest occupied orbital energy is -10.442 eV. Its total charge is +2. For the frontier orbital gap, the calculation gives 4.252 eV. Its spin multiplicity is 1. The value obtained for the LUMO energy is -6.19 eV.

Here are the Mulliken charges for atoms 1 to 6, given in e: S 0.88; S 0.75; F -0.31; F -0.32; O -0.77; O -0.36

---

Record 4
Molecular formula: C17H17BHfN8O6
Method: DFT, the ωB97M-V functional and the def2-TZVPD basis

The geometry in XYZ format:
```
50
C17H17BHfN8O6, DFT the ωB97M-V functional and the def2-TZVPD basis
Hf -1.063 0.344 -0.270
O 1.717 -0.415 -1.570
O 7.908 -0.532 -0.511
O 6.573 -0.719 -2.242
O 6.396 0.044 3.830
O 4.270 0.145 4.355
O 0.888 0.281 0.420
N 5.184 0.016 3.522
N -2.871 1.207 -1.230
N -4.038 0.457 -1.239
N -3.656 -0.715 0.856
N -2.999 -1.760 -1.390
N -2.397 -0.221 1.207
N 6.767 -0.577 -1.023
N -1.664 -1.351 -1.350
C 3.509 -0.160 1.672
C -3.126 -2.789 -2.232
C -4.396 -0.855 1.955
C 3.252 -0.249 0.285
C -1.855 -3.136 -2.707
C -4.511 2.357 -2.259
C 0.770 3.426 0.483
C 4.854 -0.165 2.134
C 5.657 -0.452 -0.129
C -2.358 -0.190 2.582
C -0.966 -2.227 -2.136
C -5.019 1.128 -1.841
C -3.606 -0.563 3.069
C 1.872 -0.138 -0.373
C -3.162 2.379 -1.863
C 4.321 -0.449 -0.595
C 5.923 -0.294 1.238
B -4.084 -0.956 -0.618
H -3.911 -0.630 4.096
H -5.058 3.124 -2.775
H 4.125 -0.589 -1.653
H -1.619 -3.948 -3.370
H 0.789 2.635 -0.284
H -5.985 0.646 -1.913
H -1.436 0.056 3.089
H 0.426 2.997 1.429
H -5.150 -1.514 -0.663
H -4.120 -3.171 -2.442
H -5.435 -1.146 1.853
H 2.710 -0.085 2.404
H 0.098 4.230 0.156
H 6.953 -0.271 1.585
H 1.791 3.811 0.604
H -2.372 3.110 -1.954
H 0.104 -2.125 -2.190
```

The value obtained for the highest occupied orbital energy is -15.177 eV. Its total charge is +2. For the frontier orbital gap, the calculation gives 6.823 eV. Its spin multiplicity is 1. The value obtained for the LUMO energy is -8.35 eV.

Here are the Mulliken charges for atoms 1 to 6, given in e: Hf 1.68; O -0.65; O -0.55; O -0.57; O -0.54; O -0.59